## w
2 unconnected molecules or ions with the total composition C4H12, computed with ωB97M-V/def2-TZVPD.

Properties
- HOMO level (Ha) = -0.432
- frontier orbital gap (eV) = 12.9
- SMILES = CC.CC

Last column: Löwdin charge in e.
Cartesian coordinates (Å):
H -0.93 -3.22 -0.86  0.06
C 0.60 -1.71 -0.57  -0.18
C -0.75 -2.16 -1.08  -0.18
H 1.43 -2.19 -1.09  0.06
H 0.68 -1.98 0.49  0.07
H -1.30 1.85 1.56  0.07
C 0.59 2.46 0.64  -0.17
H -0.86 0.93 0.15  0.05
C -0.44 1.42 1.03  -0.19
H 0.72 -0.64 -0.64  0.04
H -0.94 -2.05 -2.15  0.06
H -0.08 0.59 1.65  0.06
H 0.81 3.17 1.43  0.06
H 0.26 2.99 -0.26  0.07
H 1.55 2.02 0.38  0.06
H -1.53 -1.64 -0.53  0.06

---

## x
2 unconnected molecules or ions with the total composition C4H12, computed with ωB97M-V/def2-TZVPD.

Properties
- HOMO level (Ha) = -0.419
- frontier orbital gap (eV) = 12.5
- SMILES = CC.CC

Last column: Löwdin charge in e.
Cartesian coordinates (Å):
H 0.57 1.30 -2.33  0.06
H -0.34 -0.77 0.51  0.03
H -1.93 1.84 -0.58  0.07
H 1.99 -1.70 0.63  0.06
C -0.83 1.84 -0.70  -0.19
H -0.69 -1.63 2.09  0.06
H 1.79 -0.49 1.79  0.06
H -0.74 2.92 -0.53  0.06
H -0.56 1.32 0.22  0.04
H -0.57 0.15 -1.85  0.06
C 1.41 -1.49 1.54  -0.17
H 1.66 -2.24 2.28  0.06
H -0.20 -2.50 0.64  0.06
H -1.12 1.41 -2.88  0.06
C -0.48 1.24 -2.02  -0.17
C -0.07 -1.57 1.20  -0.16

---

## y
2 unconnected molecules or ions with the total composition C4H12, computed with ωB97M-V/def2-TZVPD.

Properties
- HOMO level (Ha) = -0.401
- frontier orbital gap (eV) = 12.0
- SMILES = CC.CC

Last column: Löwdin charge in e.
Cartesian coordinates (Å):
H 1.95 -0.33 -0.16  0.03
H -2.44 -2.20 1.37  0.12
C 1.84 2.00 0.03  -0.14
H 0.80 2.21 -0.24  0.04
H -3.72 -1.36 0.40  0.01
H -1.57 -0.27 -0.87  0.07
H -2.40 -0.52 1.31  0.07
H 3.40 0.57 -0.78  0.03
C -1.93 -1.31 -0.70  -0.18
H 3.19 0.37 0.95  0.09
C -2.72 -1.30 0.57  -0.19
H 2.03 2.41 1.09  0.08
H -1.02 -1.90 -0.64  0.06
H -2.39 -1.52 -1.62  0.04
C 2.60 0.55 -0.07  -0.14
H 2.37 2.60 -0.64  0.01

---

## z
2 unconnected molecules or ions with the total composition C4H12, computed with ωB97M-V/def2-TZVPD.

Properties
- HOMO level (Ha) = -0.412
- frontier orbital gap (eV) = 12.3
- SMILES = CC.CC

Last column: Löwdin charge in e.
Cartesian coordinates (Å):
H -0.08 -1.00 2.73  0.10
H -1.24 2.31 -1.23  0.04
C -0.99 0.26 -1.49  -0.18
H 1.47 -2.31 1.84  0.08
H 0.29 0.47 1.54  0.08
H -0.89 -0.46 -2.19  0.03
H -0.06 1.96 -2.30  0.06
H 0.62 -1.82 0.45  0.08
C 0.72 -0.43 2.12  -0.20
C -1.01 1.63 -1.98  -0.18
H 2.23 -1.05 0.82  0.04
C 1.33 -1.40 1.20  -0.21
H -0.12 0.25 -0.71  0.08
H 1.36 -0.08 2.83  0.02
H -1.83 1.69 -2.78  0.10
H -1.78 -0.04 -0.84  0.06

---

Which one sits at the bottom of the stability order? y does.

---

## w
2 unconnected molecules or ions with the total composition C4H12, computed with ωB97M-V/def2-TZVPD.

Properties
- HOMO level (Ha) = -0.419
- frontier orbital gap (eV) = 12.5
- SMILES = CC.CC

Last column: Löwdin charge in e.
Cartesian coordinates (Å):
H 0.31 -1.43 -0.01  0.04
H 0.91 2.54 0.09  0.06
H -1.94 -1.61 -0.94  0.06
H 0.94 -2.53 -1.34  0.06
C 0.75 2.51 1.17  -0.18
H 0.75 0.32 1.29  0.04
C -1.15 -1.99 -1.60  -0.16
H 1.76 2.71 1.56  0.06
C 0.26 -1.73 -1.05  -0.17
H 0.73 -0.88 -1.56  0.06
H -0.30 0.99 2.57  0.06
H -1.28 -1.53 -2.57  0.06
H -0.70 1.16 0.89  0.06
H -1.33 -3.07 -1.57  0.06
C 0.15 1.17 1.60  -0.17
H 0.15 3.37 1.46  0.06

---

## x
2 unconnected molecules or ions with the total composition C4H12, computed with ωB97M-V/def2-TZVPD.

Properties
- HOMO level (Ha) = -0.412
- frontier orbital gap (eV) = 12.4
- SMILES = CC.CC

Last column: Löwdin charge in e.
Cartesian coordinates (Å):
H 2.42 -1.34 -2.18  0.07
H 0.76 -0.08 0.02  0.02
H -1.84 -0.51 0.31  0.05
C 2.19 -0.42 -1.63  -0.17
H -1.24 1.67 0.15  0.07
H -0.13 1.01 1.43  0.05
C 1.08 -0.84 -0.70  -0.18
H -3.14 0.26 1.13  0.06
H 1.47 -1.55 0.05  0.07
H 0.23 -1.21 -1.26  0.07
C -2.07 0.07 1.21  -0.18
H 1.81 0.19 -2.46  0.06
H -1.99 -0.62 2.05  0.06
H 3.05 0.05 -1.17  0.06
H -1.47 2.04 1.89  0.06
C -1.14 1.29 1.17  -0.17

---

Which one sits at the bottom of the stability order? w does.

---

## w
2 unconnected molecules or ions with the total composition C4H12, computed with ωB97M-V/def2-TZVPD.

Properties
- HOMO level (Ha) = -0.408
- frontier orbital gap (eV) = 12.2
- SMILES = CC.CC

Last column: Löwdin charge in e.
Cartesian coordinates (Å):
C -0.44 1.96 0.73  -0.17
H -1.52 -1.40 -1.65  0.05
H -1.21 -1.53 0.10  0.05
C 0.87 1.56 1.53  -0.15
H 1.70 2.18 1.31  0.04
H 1.20 -1.39 -1.70  0.07
H 1.13 0.52 1.27  0.05
C -0.79 -1.33 -0.86  -0.16
H 0.15 -2.55 -2.25  0.05
H -0.99 2.81 1.18  0.06
C 0.48 -2.13 -1.29  -0.17
H 0.79 -3.03 -0.76  0.06
H -0.34 -0.32 -0.89  0.04
H -0.99 1.01 1.06  0.07
H -0.50 2.07 -0.34  0.04
H 0.47 1.57 2.56  0.07

---

## x
2 unconnected molecules or ions with the total composition C4H12, computed with ωB97M-V/def2-TZVPD.

Properties
- HOMO level (Ha) = -0.429
- frontier orbital gap (eV) = 12.8
- SMILES = CC.CC

Last column: Löwdin charge in e.
Cartesian coordinates (Å):
H -0.89 2.63 0.91  0.06
H -0.17 0.00 1.17  0.04
H 1.70 -0.24 -0.32  0.05
C 0.83 -1.88 -1.40  -0.17
H 0.81 0.27 -1.75  0.06
C 1.49 -0.49 -1.36  -0.16
H -0.24 -1.80 -1.17  0.05
H -2.43 2.05 1.47  0.06
H -1.73 1.49 -0.05  0.06
C -0.79 0.66 1.80  -0.17
H -0.13 1.07 2.56  0.06
H 0.85 -2.30 -2.41  0.06
C -1.50 1.74 1.00  -0.17
H 2.39 -0.53 -1.96  0.06
H -1.48 -0.08 2.22  0.06
H 1.29 -2.58 -0.71  0.05

---

Which one sits at the bottom of the stability order? w does.

---

## w
2 unconnected molecules or ions with the total composition C4H12, computed with ωB97M-V/def2-TZVPD.

Properties
- HOMO level (Ha) = -0.404
- frontier orbital gap (eV) = 12.2
- SMILES = CC.CC

Last column: Löwdin charge in e.
Cartesian coordinates (Å):
H -0.04 -0.34 0.83  0.04
H 0.21 0.45 -2.16  0.05
C -1.15 -1.94 1.92  -0.17
H 1.58 2.73 -0.68  0.06
H -0.81 -1.42 -0.21  0.06
H -0.58 1.76 -2.01  0.06
C -0.35 -1.38 0.78  -0.19
C 0.49 1.50 -2.02  -0.17
C 1.00 1.81 -0.60  -0.18
H -2.06 -1.37 2.13  0.06
H 0.55 -1.93 0.49  0.07
H -1.38 -2.98 1.70  0.06
H 0.30 1.79 0.20  0.05
H 1.02 2.00 -2.81  0.06
H 1.89 1.18 -0.46  0.06
H -0.69 -1.86 2.91  0.06

---

## x
2 unconnected molecules or ions with the total composition C4H12, computed with ωB97M-V/def2-TZVPD.

Properties
- HOMO level (Ha) = -0.433
- frontier orbital gap (eV) = 12.9
- SMILES = CC.CC

Last column: Löwdin charge in e.
Cartesian coordinates (Å):
H -1.33 -1.26 -2.30  0.06
H -1.07 -0.73 -0.69  0.04
H -0.81 -0.92 1.72  0.05
C 0.23 1.02 1.85  -0.16
C 0.17 0.35 -2.17  -0.17
H 0.85 -0.96 1.23  0.06
H 1.20 0.38 -1.82  0.06
C 0.16 -0.51 1.96  -0.18
C -0.55 -0.87 -1.63  -0.17
H 0.17 1.33 0.82  0.04
H 0.14 -1.70 -1.46  0.06
H 1.14 1.39 2.31  0.06
H 0.20 0.36 -3.26  0.06
H -0.62 1.50 2.37  0.07
H 0.44 -0.87 2.94  0.06
H -0.28 1.28 -1.82  0.06

---

Which one sits at the bottom of the stability order? w does.